ORCA calculation (the ωB97M-V functional and the def2-TZVPD basis) on a molecular structure, C29H43F5FeN7OTe.

XYZ file:
```
87
Properties=species:S:1:pos:R:3:mulliken_spin:R:1
Fe -0.45 -0.56 1.31 3.54
C 0.98 3.37 1.97 0.00
N 1.89 2.29 2.35 0.01
C 2.94 2.72 3.27 0.00
C 1.73 1.00 2.02 0.03
N 1.25 0.56 0.83 0.05
C 1.13 1.58 -0.17 -0.04
C 2.28 2.20 -0.60 0.01
C 2.23 3.39 -1.36 0.00
C 1.03 3.98 -1.62 0.00
C -0.18 3.35 -1.23 0.00
C -1.42 4.02 -1.41 0.01
C -2.58 3.45 -0.98 0.00
C -2.58 2.12 -0.52 -0.01
C -1.42 1.41 -0.44 0.01
N -1.42 -0.01 -0.29 0.00
C -2.24 -0.74 -1.05 -0.01
N -2.64 -1.95 -0.63 0.01
C -3.01 -2.28 0.74 0.03
C -2.85 -3.04 -1.57 0.00
N -2.65 -0.37 -2.29 0.01
C -4.04 -0.58 -2.70 0.00
C -1.90 0.48 -3.20 0.00
C -0.15 2.07 -0.62 0.05
N 2.09 0.08 2.96 0.02
C 1.71 0.29 4.35 0.00
C 2.48 -1.28 2.66 0.02
H 1.46 4.04 1.26 0.00
H 0.73 3.91 2.89 0.00
H 0.05 2.98 1.58 0.00
H 3.44 3.58 2.83 0.00
H 3.66 1.93 3.42 0.00
H 2.51 3.02 4.23 0.00
H 3.23 1.84 -0.22 0.00
H 3.16 3.87 -1.65 0.00
H 0.98 4.93 -2.12 0.00
H -1.41 5.01 -1.84 0.00
H -3.52 3.99 -1.03 0.00
H -3.50 1.62 -0.25 0.00
H -2.85 -1.44 1.41 -0.01
H -2.45 -3.16 1.07 0.00
H -4.07 -2.52 0.77 0.00
H -2.43 -2.80 -2.54 0.00
H -3.91 -3.28 -1.69 0.00
H -2.35 -3.93 -1.18 0.00
H -4.60 -0.99 -1.87 0.00
H -4.11 -1.24 -3.56 0.00
H -4.47 0.39 -2.96 0.00
H -0.88 0.59 -2.86 0.00
H -2.34 1.48 -3.28 0.00
H -1.90 0.02 -4.19 0.00
H 1.14 1.21 4.46 0.00
H 2.59 0.31 5.00 0.00
H 1.07 -0.53 4.65 0.01
H 2.71 -1.40 1.62 -0.01
H 1.68 -1.97 2.93 0.00
H 3.35 -1.53 3.26 0.00
C 3.25 -1.05 -1.32 0.01
N 2.26 -0.87 -2.42 0.00
C 2.67 -1.64 -3.62 0.00
C 0.82 -1.12 -1.98 -0.02
C 0.63 -2.32 -1.10 -0.05
C 0.80 -3.58 -1.69 -0.02
C 0.67 -4.74 -0.95 0.02
C 0.35 -4.65 0.39 -0.03
C 0.11 -3.41 0.97 0.07
C 0.24 -2.23 0.25 -0.21
H 4.21 -0.68 -1.68 0.00
H 3.31 -2.11 -1.10 0.00
H 2.90 -0.49 -0.46 0.01
H 2.27 0.13 -2.66 0.00
H 2.77 -2.68 -3.34 0.00
H 3.63 -1.25 -3.96 0.00
H 1.92 -1.51 -4.40 0.00
H 0.26 -1.18 -2.91 0.00
H 0.54 -0.22 -1.45 0.03
H 1.00 -3.65 -2.75 0.00
H 0.81 -5.70 -1.43 0.00
H 0.24 -5.55 0.98 0.00
H -0.20 -3.37 2.00 -0.01
F -0.95 2.01 4.67 0.00
Te -2.27 0.95 3.68 0.03
F -4.02 1.29 4.40 0.01
F -0.71 -1.60 2.73 0.12
F -2.56 2.61 2.87 0.00
F -3.29 0.24 2.11 0.01
O -0.84 0.90 2.20 0.32
```

Values from the calculation:
frontier orbital gap (spin up / spin down) = 6.562 / 6.995 eV
HOMO level (spin up / spin down) = -0.3848 / -0.3854 Ha
net charge = +1
spin multiplicity = 5

***

ORCA calculation (the ωB97M-V functional and the def2-TZVPD basis) on a molecular structure, C29H43I2N6O2S5Yb in a non-equilibrium geometry.

XYZ file:
```
88
Properties=species:S:1:pos:R:3:mulliken_spin:R:1
Yb 0.49 0.22 0.36 1.01
S 2.37 1.85 -1.11 0.00
C 1.83 2.38 -2.60 0.00
N 2.64 2.88 -3.52 0.00
C 2.11 3.27 -4.84 0.00
C 0.80 3.97 -4.65 0.00
N -0.11 3.10 -3.90 0.00
C -1.52 3.16 -4.33 0.00
C -1.68 2.58 -5.72 0.00
C -1.40 1.23 -5.94 0.00
C -1.50 0.70 -7.21 0.00
C -1.90 1.50 -8.28 0.00
C -2.19 2.84 -8.06 0.00
C -2.07 3.38 -6.78 0.00
C 0.34 2.31 -2.94 0.00
S -0.65 1.23 -2.13 0.00
C 4.11 3.02 -3.35 0.00
C 4.58 4.40 -3.71 0.00
C 4.10 5.50 -3.00 0.00
C 4.55 6.78 -3.30 0.00
C 5.49 6.96 -4.30 0.00
C 5.97 5.88 -5.02 0.00
C 5.50 4.60 -4.73 0.00
H 1.98 2.38 -5.47 0.00
H 2.82 3.94 -5.31 0.00
H 0.35 4.19 -5.61 0.00
H 0.95 4.91 -4.11 0.00
H -1.82 4.21 -4.32 0.00
H -2.12 2.62 -3.61 0.00
H -1.10 0.60 -5.10 0.00
H -1.28 -0.35 -7.38 0.00
H -1.99 1.08 -9.27 0.00
H -2.50 3.48 -8.88 0.00
H -2.30 4.43 -6.62 0.00
H 4.59 2.27 -3.99 0.00
H 4.35 2.79 -2.33 0.00
H 3.38 5.35 -2.20 0.00
H 4.18 7.63 -2.73 0.00
H 5.86 7.96 -4.52 0.00
H 6.70 6.02 -5.81 0.00
H 5.88 3.74 -5.29 0.00
I 3.45 -1.36 -0.15 0.00
C 3.08 -2.31 1.72 0.00
I 1.01 -2.54 2.13 0.00
H 3.49 -1.68 2.49 0.00
H 3.53 -3.29 1.70 0.00
N -2.89 -0.50 0.82 0.00
C -1.83 -0.01 1.14 0.00
H -3.75 -0.61 1.35 0.00
C -2.39 4.38 1.70 0.00
N -2.43 2.95 2.01 0.00
C -1.94 2.42 3.13 0.00
S -1.86 0.71 3.33 0.00
N -1.57 3.27 4.09 0.00
C -0.99 2.92 5.39 0.00
H -2.72 4.51 0.67 0.00
H -1.38 4.77 1.80 0.00
H -3.07 4.94 2.35 0.00
H -2.66 2.31 1.28 0.00
H -1.69 4.25 3.91 0.00
H -0.90 1.85 5.48 0.00
H -1.62 3.29 6.19 0.00
H 0.00 3.37 5.49 0.00
C -3.58 -3.46 -2.63 0.00
C -2.59 -4.28 -1.79 0.00
C -1.64 -3.43 -0.94 0.00
S -0.57 -2.40 -1.96 0.00
O 0.18 -1.51 -0.96 -0.01
C 0.66 -3.64 -2.44 0.00
C 1.09 -3.48 -3.90 0.00
C 1.57 -2.06 -4.23 0.00
H -4.18 -4.12 -3.26 0.00
H -3.07 -2.76 -3.29 0.00
H -4.26 -2.90 -1.99 0.00
H -2.02 -4.96 -2.43 0.00
H -3.15 -4.91 -1.10 0.00
H -0.99 -4.03 -0.30 0.00
H -2.19 -2.71 -0.33 0.00
H 0.23 -4.62 -2.24 0.00
H 1.49 -3.46 -1.75 0.00
H 0.27 -3.77 -4.56 0.00
H 1.91 -4.18 -4.07 0.00
H 0.75 -1.33 -4.16 0.00
H 1.97 -2.02 -5.25 0.00
H 2.36 -1.74 -3.54 0.00
O 1.94 0.55 2.02 0.00
S 1.50 1.99 2.27 0.00
N 0.41 2.35 1.33 0.00
```

Values from the calculation:
frontier orbital gap (spin up / spin down) = 7.424 / 7.423 eV
HOMO level (spin up / spin down) = -0.4838 / -0.4837 Ha
energy above the lowest of the compared OMol25 structures with the same formula, charge and spin = 28.0 kcal/mol
net charge = +2
spin multiplicity = 2

***

no.,energy (a.u.)
1,-3620.22654
2,-5354.46628